Run P
Computed, not measured: a 2-piece molecular cluster, C4H12N2O2 overall, with ωB97M-V with the def2-TZVPD basis set.

## Properties
Orbital gap, Ha: 0.3413
SMILES string: CN(C)CC(N)=O.O

Cartesian coordinates (Å):
C1 0.62782 1.22795 -1.10099
N1 0.00106 -0.10787 -0.89994
C2 0.01688 -1.01760 -2.06209
C3 0.76828 -0.66249 0.26150
C4 -0.30144 -1.45653 1.09013
N2 -1.43702 -0.67628 1.50853
O1 -0.37561 -2.63983 1.23218
H1 -0.00502 1.87818 -0.42754
H2 1.64298 1.26471 -1.01746
H3 0.54877 1.75489 -2.11478
H4 -0.00945 -0.53358 -3.03124
H5 -0.62553 -1.82284 -2.12990
H6 1.05830 -1.29140 -2.17192
H7 1.34414 0.08131 0.84074
H8 1.62024 -1.42200 -0.03582
H9 -2.27014 -0.92627 1.86285
H10 -1.43047 0.32756 1.42362
O2 -0.24273 2.12385 1.92700
H11 -0.87100 2.63246 2.47171
H12 -0.06006 1.26575 2.37341


Run Q
Computed, not measured: a 2-piece molecular cluster, C4H12N2O2 overall, with ωB97M-V with the def2-TZVPD basis set.

## Properties
Orbital gap, Ha: 0.3607
SMILES string: C[C@@H](CN)NC=O.O

Cartesian coordinates (Å):
C1 1.22283 0.17320 -0.11601
C2 -0.07389 0.78300 -0.65938
C3 -1.17644 -0.32628 -0.84254
N1 -0.92692 -1.26211 -1.93549
N2 -0.60846 1.92533 0.09160
C4 -1.42566 1.89654 1.20799
O1 -1.82473 0.85482 1.68159
H1 1.13006 -0.82898 0.37294
H2 1.82345 0.66360 0.68064
H3 2.02793 0.16467 -0.83971
H4 0.24995 0.90250 -1.70408
H5 -1.40145 -0.85452 0.07113
H6 -2.18861 0.07035 -1.02682
H7 -0.04585 -1.76242 -1.85578
H8 -0.90540 -0.92719 -2.88732
H9 -0.27597 2.84578 -0.15909
H10 -1.61704 2.85470 1.69245
O2 2.47975 -2.31780 1.97467
H11 1.78616 -2.99092 1.80828
H12 1.75027 -1.86429 2.44493


Stability, highest: run Q